1.
# C23H21N3O7S

An isolated molecule of C23H21N3O7S (ωB97M-V/def2-TZVPD, OMol25).

Geometry as XYZ:
```
55
C23H21N3O7S ωB97M-V/def2-TZVPD
C 0.66 3.69 -4.46
O 0.33 3.30 -3.15
C 0.61 2.01 -2.77
C 1.21 1.05 -3.56
C 1.44 -0.22 -3.07
C 1.09 -0.54 -1.77
C 0.49 0.42 -0.96
C 0.24 1.69 -1.45
N -0.36 2.67 -0.65
S -1.78 2.38 0.22
O -2.15 0.99 0.10
O -2.73 3.37 -0.17
C -1.28 2.70 1.91
C -2.07 3.53 2.68
C -1.72 3.75 4.01
C -0.62 3.10 4.55
C 0.15 2.24 3.77
C 1.32 1.59 4.42
O 1.98 2.12 5.29
N 1.62 0.31 4.01
N 0.90 -0.37 3.12
C 1.27 -1.53 2.74
C 0.50 -2.23 1.72
C -0.75 -1.75 1.32
C -1.42 -2.34 0.28
C -0.86 -3.43 -0.39
O -1.58 -3.91 -1.46
C -1.10 -5.05 -2.14
C 0.12 -4.73 -3.01
O 0.90 -5.57 -3.37
O 0.22 -3.45 -3.36
C 0.37 -3.94 0.02
C 1.04 -3.34 1.08
C -0.17 2.06 2.42
H 1.74 3.62 -4.64
H 0.34 4.73 -4.55
H 0.13 3.09 -5.21
H 1.49 1.28 -4.58
H 1.90 -0.96 -3.70
H 1.28 -1.52 -1.38
H 0.20 0.17 0.04
H -0.43 3.56 -1.13
H -2.92 4.00 2.23
H -2.31 4.41 4.62
H -0.34 3.25 5.58
H 2.44 -0.11 4.46
H 2.17 -2.02 3.12
H -1.18 -0.90 1.82
H -2.37 -1.96 -0.05
H -1.92 -5.35 -2.80
H -0.88 -5.88 -1.46
H -0.49 -2.92 -2.96
H 0.83 -4.78 -0.48
H 2.00 -3.72 1.38
H 0.43 1.44 1.78
```

Values from the calculation:
Strongest force on any atom in eV/Å: 1.24
HOMO-LUMO gap in eV: 8.508
DFT total energy in eV: -53828.9276
Energy above the lowest of the compared OMol25 structures with the same formula, charge and spin in eV: 0.000
SMILES string: COc1ccccc1NS(=O)(=O)c1cccc(C(=O)N/N=C/c2ccc(OCC(=O)O)cc2)c1
Multiplicity: 1
LUMO energy in eV: 0.1
HOMO energy in eV: -8.446

natural (NBO) atomic charge list, values in e, 4 entries: number 1, C, carries -0.25; number 2, O, carries -0.51; number 3, C, carries 0.28; number 4, C, carries -0.30

2.
# C23H21N5

A cluster of 2 separate species, C23H21N5 in total (ωB97M-V/def2-TZVPD, OMol25).

Geometry as XYZ:
```
49
C23H21N5 ωB97M-V/def2-TZVPD
C -4.72 0.00 0.71
C -3.88 -0.63 -0.30
N -4.00 -0.32 -1.62
C -4.93 0.66 -2.14
C -3.10 -1.05 -2.39
C -2.32 -1.85 -1.51
C -1.22 -2.52 -2.04
C -0.99 -2.45 -3.43
C -1.78 -1.65 -4.27
C -2.85 -0.91 -3.75
C -2.83 -1.59 -0.15
C -2.30 -2.00 1.05
C -1.39 -3.09 1.21
C -1.50 -4.33 0.52
C -0.53 -5.31 0.66
C 0.59 -5.08 1.47
C 1.68 -6.11 1.56
C 0.70 -3.89 2.19
C -0.29 -2.92 2.09
H -4.43 -0.37 1.70
H -4.61 1.10 0.71
H -5.78 -0.23 0.55
H -4.75 0.79 -3.21
H -5.97 0.33 -1.99
H -4.79 1.62 -1.64
H -0.56 -3.07 -1.39
H -0.17 -3.03 -3.86
H -1.56 -1.59 -5.34
H -3.46 -0.25 -4.35
H -2.46 -1.34 1.90
H -2.36 -4.49 -0.13
H -0.62 -6.26 0.13
H 2.38 -5.86 2.36
H 1.27 -7.11 1.77
H 2.25 -6.18 0.63
H 1.56 -3.71 2.83
H -0.22 -1.98 2.64
C 0.65 3.37 2.90
N 0.93 3.64 1.63
C 0.41 2.93 0.62
N -0.43 1.86 0.76
C -0.75 1.53 1.99
C -0.22 2.31 3.18
N -0.76 1.75 4.29
C -1.55 0.72 3.85
N -1.56 0.55 2.49
H 1.08 3.96 3.73
H 0.68 3.22 -0.40
H -2.12 0.08 4.53
```

Values from the calculation:
Strongest force on any atom in eV/Å: 3.60
HOMO-LUMO gap in eV: 4.938
DFT total energy in eV: -31640.8913
Energy above the lowest of the compared OMol25 structures with the same formula, charge and spin in eV: 0.000
Multiplicity: 1
LUMO energy in eV: -1.9
HOMO energy in eV: -6.835

natural (NBO) atomic charge list, values in e, 4 entries: number 1, C, carries -0.69; number 2, C, carries 0.42; number 3, N, carries -0.30; number 4, C, carries -0.42

3.
# C23H21N7O4S2

A structure of composition C23H21N7O4S2 (ωB97M-V/def2-TZVPD, OMol25).

Geometry as XYZ:
```
57
C23H21N7O4S2 ωB97M-V/def2-TZVPD
C 5.41 0.16 -1.31
H 6.35 -0.14 -1.28
H 5.27 1.31 -1.27
H 4.93 -0.05 -0.38
C 4.65 -0.05 -2.47
C 3.29 0.19 -2.49
N 2.91 0.88 -1.60
N 1.34 1.31 -1.82
C 0.78 0.73 -2.94
N -0.38 0.86 -3.20
C -1.39 1.44 -2.59
O -2.48 1.78 -2.96
C -0.70 2.07 -0.99
C -1.85 1.90 -0.17
C -1.81 1.87 1.24
C -2.79 0.98 1.76
C -2.65 0.39 3.07
C -1.49 0.29 3.66
C -0.70 1.23 3.32
C -0.63 1.79 2.06
H 0.14 2.61 1.66
O 0.59 1.07 3.96
C 1.57 1.96 3.66
H 2.44 1.75 4.43
H 1.13 3.26 3.53
H 1.99 1.73 2.81
O -1.17 -0.54 4.69
C -1.62 -1.99 4.04
C -1.07 -2.06 2.56
C 0.06 -1.65 2.14
C 0.09 -1.37 0.63
O 1.18 -0.84 0.07
N -1.03 -1.66 -0.04
C -2.03 -1.98 0.59
N -2.19 -2.22 1.83
S -3.55 -2.34 -0.67
C -2.31 -1.52 -1.85
N -0.98 -1.68 -1.35
C -2.65 -1.57 -3.30
H -2.76 -0.60 -3.62
C -1.50 -2.23 -4.09
H -1.84 -2.25 -5.36
H -0.57 -1.58 -4.18
H -1.27 -3.13 -3.99
H -3.63 -1.98 -3.53
H 0.83 -1.37 2.89
H -0.69 -2.56 4.77
H -2.42 -2.29 4.44
H -3.72 -0.19 3.27
H -3.78 0.96 1.07
H -2.85 1.98 -0.60
C 0.58 1.97 -0.85
N 1.03 2.68 0.19
H 2.29 2.49 0.17
S 2.04 -0.38 -3.57
H 5.01 -0.16 -3.47
H 4.61 -1.27 -2.57
```

Values from the calculation:
Strongest force on any atom in eV/Å: 14.72
HOMO-LUMO gap in eV: 6.957
DFT total energy in eV: -64462.2788
Energy above the lowest of the compared OMol25 structures with the same formula, charge and spin in eV: 19.170
Multiplicity: 1
LUMO energy in eV: -1.0
HOMO energy in eV: -7.986

natural (NBO) atomic charge list, values in e, 4 entries: number 1, C, carries -0.60; number 2, H, carries 0.22; number 3, H, carries 0.21; number 4, H, carries 0.24

4.
# C23H22AgFIN3O5

A structure of composition C23H22AgFIN3O5 (ωB97M-V/def2-TZVPD, OMol25).

Geometry as XYZ:
```
56
C23H22AgFIN3O5 ωB97M-V/def2-TZVPD
Ag -0.07 -0.86 -4.92
C 4.42 -1.69 1.64
C 4.04 -0.40 0.93
N 2.93 -0.58 -0.01
C 3.21 -0.82 -1.33
C 2.31 -1.08 -2.30
C 2.86 -1.21 -3.73
O 4.01 -1.65 -3.82
O 2.09 -0.83 -4.66
C 0.93 -1.23 -1.92
O 0.03 -1.62 -2.65
C 0.61 -0.87 -0.52
C -0.72 -0.82 -0.13
C -1.05 -0.54 1.16
F -2.37 -0.49 1.49
C -0.08 -0.31 2.14
C 1.25 -0.33 1.74
C 1.62 -0.60 0.42
N -0.36 -0.04 3.51
C 0.22 -0.94 4.49
C -0.74 -2.07 4.85
N -2.01 -1.45 5.39
C -2.65 -0.52 4.38
C -1.62 0.53 3.96
H 5.26 -1.52 2.31
H 4.70 -2.45 0.92
H 3.58 -2.08 2.23
H 4.88 -0.03 0.35
H 3.78 0.39 1.63
H 4.26 -0.78 -1.60
H -1.49 -1.03 -0.87
H 2.00 -0.09 2.48
H 0.46 -0.37 5.40
H 1.14 -1.37 4.12
H -0.34 -2.73 5.61
H -1.01 -2.64 3.97
H -1.77 -0.92 6.23
H -2.67 -2.17 5.67
H -3.53 -0.08 4.84
H -2.94 -1.14 3.54
H -1.40 1.16 4.84
H -2.05 1.17 3.21
I -1.29 6.46 -4.41
C -1.80 4.43 -4.53
C -0.79 3.47 -4.57
C -1.15 2.13 -4.65
C -2.48 1.73 -4.69
C -3.47 2.72 -4.63
C -3.14 4.06 -4.56
C -2.93 0.27 -4.80
O -4.06 0.01 -4.38
O -2.12 -0.54 -5.37
H 0.25 3.76 -4.53
H -0.37 1.38 -4.66
H -4.50 2.40 -4.64
H -3.91 4.82 -4.53
```

Values from the calculation:
Strongest force on any atom in eV/Å: 0.48
HOMO-LUMO gap in eV: 5.353
DFT total energy in eV: -53731.5839
Multiplicity: 1
LUMO energy in eV: -1.9
HOMO energy in eV: -7.258

natural (NBO) atomic charge list, values in e, 4 entries: number 1, Ag, carries 0.86; number 2, C, carries -0.62; number 3, C, carries -0.20; number 4, N, carries -0.39